1.
An isolated molecule of C5H14N2. Source: the OMol25 dataset; level of theory: ωB97M-V/def2-TZVPD.

**E_LUMO**: 1.1232 eV
**SMILES string**: CCNC[C@H](C)N
**Energy above the lowest of the compared OMol25 structures with the same formula, charge and spin**: 70.3 kcal per mole
**HOMO-LUMO gap**: 9.47 eV

```
21
Properties=species:S:1:pos:R:3:lowdin_charge:R:1
N -2.57 0.50 1.09 -0.044
C -1.20 0.93 0.54 -0.397
C -0.59 2.10 1.42 -0.037
C -0.22 -0.30 0.50 -0.137
N 0.88 0.01 -0.60 -0.121
C 1.97 -0.91 -0.82 -0.320
C 1.56 -2.11 -1.76 -0.122
H -3.33 0.86 0.41 0.093
H -2.59 0.83 2.14 0.102
H -1.53 1.06 -0.51 0.120
H 0.22 2.39 0.98 0.001
H -0.36 1.73 2.37 0.057
H -1.24 2.92 1.59 0.063
H 0.30 -0.27 1.42 0.081
H -0.92 -1.13 0.20 0.111
H 0.43 0.29 -1.55 0.128
H 2.26 -1.37 0.18 0.123
H 2.77 -0.39 -1.40 0.097
H 0.40 -2.03 -2.15 0.108
H 2.21 -2.05 -2.73 0.079
H 1.52 -3.06 -1.32 0.015
```

---

2.
An isolated molecule of C5H14N2. Source: the OMol25 dataset; level of theory: ωB97M-V/def2-TZVPD.

**E_LUMO**: 1.1004 eV
**SMILES string**: CCCCNCN
**Energy above the lowest of the compared OMol25 structures with the same formula, charge and spin**: 27.2 kcal per mole
**HOMO-LUMO gap**: 9.86 eV

```
21
Properties=species:S:1:pos:R:3:lowdin_charge:R:1
C -2.61 -0.13 0.18 -0.114
C -1.89 -1.46 -0.08 -0.252
C -0.75 -1.26 -1.13 -0.209
C 0.18 -0.06 -1.02 -0.289
N 0.75 0.19 0.31 -0.055
C 2.00 0.96 0.23 -0.345
N 2.27 1.69 1.42 -0.020
H -2.57 0.47 -0.73 0.068
H -2.11 0.51 0.93 0.068
H -3.60 -0.33 0.58 0.064
H -2.53 -2.19 -0.58 0.096
H -1.49 -1.94 0.80 0.092
H -0.11 -2.14 -0.96 0.107
H -1.16 -1.20 -2.14 0.108
H -0.16 0.91 -1.42 0.112
H 0.98 -0.17 -1.78 0.106
H 0.96 -0.73 0.70 0.103
H 2.89 0.39 -0.05 0.118
H 1.91 1.79 -0.50 0.116
H 2.79 1.33 2.21 0.061
H 1.45 2.11 1.85 0.066
```

---

3.
An isolated molecule of C5H14N2. Source: the OMol25 dataset; level of theory: ωB97M-V/def2-TZVPD.

**E_LUMO**: 1.1420 eV
**SMILES string**: CC(C)CNCN
**Energy above the lowest of the compared OMol25 structures with the same formula, charge and spin**: 20.6 kcal per mole
**HOMO-LUMO gap**: 9.40 eV

```
21
Properties=species:S:1:pos:R:3:lowdin_charge:R:1
C 1.10 -0.41 -0.15 -0.245
C 0.56 0.65 0.83 -0.420
C 1.69 1.05 1.80 -0.087
C -0.63 0.21 1.67 -0.102
N 0.16 -1.19 -0.95 -0.081
C -0.71 -0.42 -1.91 -0.295
N -1.99 -0.04 -1.42 0.018
H 1.75 -1.12 0.36 0.115
H 1.74 0.09 -0.89 0.110
H 0.26 1.51 0.22 0.122
H 2.70 0.98 1.37 0.072
H 1.65 0.43 2.69 0.075
H 1.55 2.09 2.09 0.076
H -0.72 0.93 2.49 0.077
H -1.60 0.09 1.20 0.053
H -0.47 -0.73 2.22 0.080
H -0.43 -1.79 -0.39 0.093
H -0.09 0.45 -2.11 0.107
H -0.75 -1.10 -2.76 0.102
H -1.98 0.90 -1.05 0.064
H -2.84 -0.38 -1.83 0.064
```

---

4.
A cluster of 2 separate species, C5H14N2 in total. Source: the OMol25 dataset; level of theory: ωB97M-V/def2-TZVPD.

**E_LUMO**: -10.1210 eV
**Energy above the lowest of the compared OMol25 structures with the same formula, charge and spin**: 73.1 kcal per mole
**Charge**: +2
**HOMO-LUMO gap**: 8.96 eV

```
21
Properties=species:S:1:pos:R:3:lowdin_charge:R:1
C 1.53 -1.62 0.47 -0.006
C 0.70 -0.42 0.25 -0.009
C -0.12 -0.19 -0.97 -0.060
C -1.40 0.33 -0.26 -0.268
C -2.07 1.43 -0.47 0.168
N -2.01 -0.71 0.68 0.266
N 2.58 1.20 0.10 0.086
H 1.31 -2.15 1.40 0.133
H 1.55 -2.15 -0.48 0.111
H 2.59 -1.35 0.62 0.123
H 0.73 0.38 0.99 0.126
H 0.41 0.62 -1.49 0.159
H -0.28 -0.98 -1.71 0.153
H -2.95 1.80 0.06 0.113
H -1.56 2.19 -1.05 0.114
H -2.64 -0.20 1.30 0.185
H -1.33 -1.26 1.20 0.161
H -2.52 -1.38 0.08 0.195
H 2.51 2.16 -0.24 0.084
H 3.12 0.67 -0.59 0.077
H 3.32 1.32 0.81 0.090
```

---

5.
A cluster of 3 separate species, C5H14N2O in total. Source: the OMol25 dataset; level of theory: ωB97M-V/def2-TZVPD.

**E_LUMO**: 0.7379 eV
**Energy above the lowest of the compared OMol25 structures with the same formula, charge and spin**: 106.8 kcal per mole
**HOMO-LUMO gap**: 8.15 eV

```
22
Properties=species:S:1:pos:R:3:lowdin_charge:R:1
C -1.51 -1.01 -0.57 -0.035
C 0.23 2.20 0.45 -0.048
C -1.15 0.34 -0.58 -0.352
C -0.36 0.80 0.57 -0.429
N -1.04 0.50 1.82 0.057
O -0.99 1.04 -1.73 0.058
H -1.30 0.52 -2.48 0.117
H -0.39 0.53 2.59 0.076
H -1.78 1.18 1.99 0.081
H -1.98 -1.41 -1.46 0.079
H -0.19 -1.60 -0.27 0.111
H -2.01 -1.35 0.33 0.078
H 0.92 2.38 1.28 0.077
H 0.76 2.33 -0.49 0.072
H -0.55 2.96 0.49 0.081
C 1.23 -1.80 0.04 -0.259
N 1.90 -1.22 -1.11 -0.077
H 2.00 -0.21 -1.01 0.044
H 2.81 -1.63 -1.30 0.052
H 1.19 -2.89 -0.09 0.051
H 1.72 -1.65 1.00 0.053
H 0.48 -0.02 0.53 0.112
```

---

6.
A cluster of 2 separate species, C5H14N2O in total. Source: the OMol25 dataset; level of theory: ωB97M-V/def2-TZVPD.

**E_LUMO**: 0.8692 eV
**SMILES string**: C[C@H](N)C/C=C/N.O
**Energy above the lowest of the compared OMol25 structures with the same formula, charge and spin**: 43.7 kcal per mole
**HOMO-LUMO gap**: 9.17 eV

```
22
Properties=species:S:1:pos:R:3:lowdin_charge:R:1
C 0.23 2.09 -0.32 -0.069
C 0.50 1.10 0.82 -0.463
C 1.23 -0.15 0.34 -0.203
C 0.53 -0.99 -0.70 -0.133
C -0.34 -1.95 -0.38 -0.256
N -0.91 -2.88 -1.21 0.056
N 1.27 1.80 1.89 0.027
H -0.53 1.68 -0.98 0.064
H 1.14 2.23 -0.92 0.078
H -0.07 3.05 0.09 0.074
H -0.47 0.88 1.27 0.122
H 2.12 0.25 -0.17 0.111
H 1.63 -0.71 1.19 0.112
H 0.97 -0.94 -1.70 0.101
H -0.56 -2.01 0.68 0.128
H -0.69 -2.83 -2.19 0.093
H -1.80 -3.27 -0.99 0.085
H 2.23 1.48 1.85 0.059
H 0.91 1.50 2.79 0.062
H -1.92 0.16 0.01 -0.017
H -2.65 -0.50 -1.09 0.029
O -2.82 -0.02 -0.27 -0.061
```

---

7.
A structure of composition C5H14N2O. Source: the OMol25 dataset; level of theory: ωB97M-V/def2-TZVPD.

**E_LUMO**: 0.7155 eV
**Energy above the lowest of the compared OMol25 structures with the same formula, charge and spin**: 116.0 kcal per mole
**HOMO-LUMO gap**: 8.76 eV

```
22
Properties=species:S:1:pos:R:3:lowdin_charge:R:1
C 0.84 -0.12 -0.15 -0.376
C 0.24 -0.46 1.15 -0.110
C -1.77 1.13 0.21 -0.083
C 1.27 1.29 -0.48 -0.054
C 0.74 -1.03 -1.35 -0.032
N -1.12 -0.12 0.57 -0.290
N -1.98 -1.26 0.53 0.034
O 2.47 -0.80 0.50 -0.247
H 2.95 -0.31 1.18 0.008
H -2.74 -1.15 1.19 0.075
H -2.37 -1.38 -0.41 0.076
H 0.30 -1.52 1.38 0.126
H 0.50 0.22 1.96 0.121
H -2.66 1.27 0.83 0.075
H -2.08 1.09 -0.84 0.083
H -1.13 1.98 0.40 0.074
H 0.69 1.75 -1.29 0.083
H 2.30 1.24 -0.84 0.092
H 1.26 1.94 0.40 0.085
H 1.78 -1.27 -1.62 0.091
H 0.24 -1.97 -1.12 0.084
H 0.27 -0.53 -2.21 0.085
```

---

8.
An isolated molecule of C5H14N2O. Source: the OMol25 dataset; level of theory: ωB97M-V/def2-TZVPD.

**E_LUMO**: 1.0475 eV
**SMILES string**: CC[C@@H](CN)NCO
**Energy above the lowest of the compared OMol25 structures with the same formula, charge and spin**: 56.8 kcal per mole
**HOMO-LUMO gap**: 10.18 eV

```
22
Properties=species:S:1:pos:R:3:lowdin_charge:R:1
C 0.66 0.85 1.38 -0.233
N 0.33 0.04 2.56 0.000
C -0.08 0.21 0.16 -0.395
C 0.70 -1.03 -0.41 -0.187
C 0.59 -2.30 0.45 -0.103
N -0.26 1.24 -0.81 -0.040
C -1.14 0.84 -1.93 -0.295
O -1.18 1.93 -2.85 -0.069
H 0.31 1.89 1.30 0.104
H 1.76 0.85 1.23 0.118
H -0.65 -0.18 2.51 0.058
H 0.47 0.49 3.44 0.058
H -1.08 0.01 0.58 0.140
H 1.66 -0.58 -0.65 0.107
H 0.22 -1.37 -1.31 0.081
H 1.22 -3.09 0.12 0.056
H 0.83 -1.96 1.47 0.049
H -0.39 -2.74 0.63 0.072
H 0.70 1.53 -1.22 0.166
H -0.94 -0.02 -2.60 0.123
H -2.15 0.66 -1.56 0.115
H -1.58 2.72 -2.48 0.078
```

---

Number 1: HOMO -8.3512 eV, electronic energy -8389.569 eV. Number 2: HOMO -8.7641 eV, electronic energy -8391.442 eV. Number 3: HOMO -8.2580 eV, electronic energy -8391.726 eV. Number 4: HOMO -19.0848 eV, electronic energy -8372.179 eV. Number 5: HOMO -7.4141 eV, electronic energy -10436.395 eV. Number 6: HOMO -8.2982 eV, electronic energy -10439.135 eV. Number 7: HOMO -8.0472 eV, electronic energy -10435.997 eV. Number 8: HOMO -9.1345 eV, electronic energy -10438.565 eV.